46
Properties=species:S:1:pos:R:3:forces:R:3 method="wB97M-V/def2-TZVPD" charge=+2 energy_ev=-47546.9459 homo_lumo_gap_ha=0.2975 e_lumo_ev=-7.7 fmax_ev_per_a=1.30
C 1.5796 2.3823 0.5370 0.13 0.32 -0.12
H 1.7720 2.9875 1.4330 -0.06 -0.18 -0.24
H 2.3510 2.6251 -0.2072 -0.23 -0.21 0.18
H 1.7564 1.3440 0.8395 0.05 -0.43 0.12
C 0.1853 2.7087 -0.0015 -0.11 0.30 -0.10
H -0.2185 1.9241 -0.7045 0.19 0.58 -0.28
H -0.5238 2.8254 0.8304 -0.05 -0.07 -0.06
C 0.2006 4.0048 -0.8355 -0.13 -0.03 -0.15
H -0.8172 4.3301 -1.0732 0.21 -0.01 0.08
H 0.7126 4.8102 -0.2880 -0.22 -0.32 -0.09
H 0.7322 3.8504 -1.7847 -0.07 0.01 0.31
C -0.6872 -1.8988 -0.6090 0.48 0.42 -0.61
C -1.0926 -0.9118 -1.5823 1.05 -0.45 0.04
C 0.0920 -0.2243 -2.0303 -0.14 -0.85 0.34
C 1.2152 -0.7549 -1.3079 -0.86 -0.48 -0.40
C 0.7359 -1.7840 -0.4272 -0.65 0.00 -0.98
C 1.5831 -2.7099 0.3725 0.27 -0.06 0.37
C 2.6439 -0.4754 -1.6260 0.40 0.33 0.24
C 0.1615 0.7703 -3.1406 0.02 0.41 -0.10
C -2.4999 -0.5985 -1.9676 -0.24 0.34 -0.03
C -1.6015 -2.8263 0.1203 -0.20 -0.08 0.48
Sc -0.3383 0.1621 0.2588 0.54 0.91 0.75
H 3.2979 -0.7421 -0.7877 -0.06 0.08 -0.24
H 2.9643 -1.0645 -2.4992 -0.16 0.14 0.24
H 2.8101 0.5826 -1.8626 0.01 -0.24 -0.01
H 2.5725 -2.2780 0.5557 -0.16 -0.17 0.03
H 1.1189 -2.9370 1.3371 0.13 -0.15 -0.12
H 1.7281 -3.6634 -0.1594 -0.08 0.31 0.13
H -2.5688 -2.3468 0.3264 0.10 -0.22 -0.11
H -1.8002 -3.7447 -0.4529 0.07 0.30 0.11
H -1.1716 -3.1213 1.0877 -0.11 -0.06 -0.27
H -2.5554 0.3687 -2.4874 -0.08 -0.38 0.06
H -2.9205 -1.3735 -2.6251 0.06 0.22 0.23
H -3.1425 -0.5278 -1.0743 -0.05 -0.12 -0.27
H 0.9202 1.5399 -2.9486 -0.11 -0.19 -0.12
H 0.4195 0.2766 -4.0909 -0.09 0.12 0.32
H -0.8003 1.2769 -3.2736 0.20 -0.07 -0.11
C -2.3131 -0.1113 3.4698 -0.42 0.18 -0.03
S -0.6648 0.3153 2.8292 -0.40 -0.27 0.39
C 0.3617 -0.9340 3.6435 0.72 -0.01 0.17
H -3.0592 0.2169 2.7352 0.13 -0.08 0.30
H -2.4655 0.4242 4.4144 0.05 -0.16 -0.29
H -2.3873 -1.1930 3.6277 0.04 0.30 -0.16
H 1.0125 -0.4011 4.3457 -0.14 -0.30 -0.12
H -0.2736 -1.6444 4.1841 0.14 0.22 -0.23
H 0.9745 -1.4591 2.8995 -0.17 0.11 0.33